(1)
87
Properties=species:S:1:pos:R:3:forces:R:3 method="wB97M-V/def2-TZVPD" lumo_energy_ev=4.19 gap_ev=7.0 charge=-2 energy_ev=-74473.655
K 0.398447 0.836979 -0.772805 0.1 0.1 -0.3
O 5.251029 2.459712 -1.467161 0.0 0.0 0.0
C 5.520138 3.292589 -0.454183 0.0 0.0 0.0
C 6.796832 3.859235 -0.380538 0.0 0.0 0.0
C 7.123664 4.719829 0.649862 0.0 0.0 0.0
C 6.184834 5.035561 1.627976 0.0 0.0 0.0
C 4.918919 4.476684 1.552696 0.0 0.0 0.0
C 4.560492 3.606771 0.526516 0.0 0.0 0.0
C 3.184112 3.000534 0.447583 0.1 0.0 0.0
O 2.943545 2.224648 -0.525972 0.0 0.0 0.0
N 2.366456 3.363588 1.423377 -0.1 0.0 0.0
N 1.149311 2.742887 1.339877 0.1 0.0 -0.1
C 0.311677 3.110051 2.225932 0.0 0.0 0.0
C -1.026847 2.517236 2.345257 0.0 0.0 0.1
C -1.817707 2.883786 3.435672 0.0 0.0 0.0
C -3.065403 2.302847 3.594085 0.0 0.0 0.0
C -3.489148 1.371404 2.662778 0.0 0.0 0.0
C -2.639151 1.071513 1.602856 0.0 0.0 0.0
N -1.447406 1.628299 1.435464 0.1 0.0 0.0
H 4.291229 2.179535 -1.305743 0.0 0.0 0.0
H 7.512596 3.599891 -1.151379 0.0 0.0 0.0
H 8.118984 5.148824 0.692331 0.0 0.0 0.0
H 6.438610 5.709555 2.437380 0.0 0.0 0.0
H 4.163284 4.699842 2.293810 0.0 0.0 0.0
H 0.590760 3.870008 2.960302 0.0 0.0 0.0
H -1.440048 3.607664 4.147370 0.0 0.0 0.0
H -3.690202 2.567219 4.439544 0.0 0.0 0.0
H -4.438687 0.861258 2.751325 0.0 0.0 0.0
H -2.930790 0.337137 0.860171 0.0 0.0 0.0
C -2.534690 -1.940121 5.129068 0.0 0.0 0.0
C -1.853078 -2.484222 3.912014 -0.2 -0.1 0.0
C -0.929897 -3.537731 3.813833 0.1 0.1 0.0
C -0.587405 -3.584219 2.472508 -0.1 -0.2 0.0
C 0.406196 -4.493425 1.822970 0.0 0.0 0.0
N -1.318435 -2.644395 1.839790 0.2 0.2 0.0
N -2.086333 -1.959570 2.720827 0.0 0.0 0.0
B -1.348407 -2.117024 0.374730 0.2 -0.2 -0.1
N -0.230212 -2.752834 -0.497235 -0.1 0.0 0.0
N 0.964965 -2.106702 -0.514662 0.0 0.0 0.0
C 1.759288 -2.795007 -1.317707 0.0 0.0 0.0
C 3.158470 -2.339170 -1.579841 0.0 0.0 0.0
C 1.077161 -3.907209 -1.842404 0.0 0.0 0.0
C -0.193351 -3.835131 -1.303067 0.1 0.1 0.0
C -1.349740 -4.744296 -1.552594 0.0 0.0 0.0
N -2.740868 -2.376614 -0.254652 0.1 0.1 -0.1
N -2.988432 -1.679920 -1.392499 -0.1 -0.1 0.0
C -4.162770 -2.091095 -1.840293 0.0 0.0 0.1
C -4.740778 -1.493889 -3.082014 0.0 0.0 0.0
C -4.703597 -3.069065 -0.979145 0.1 0.1 0.0
C -3.756548 -3.222421 0.017973 -0.1 -0.1 0.1
C -3.794662 -4.189957 1.160420 0.0 0.0 -0.1
H -2.235389 -2.496729 6.018598 0.0 0.0 0.0
H -3.621027 -2.004364 5.035649 0.0 0.0 0.0
H -2.279443 -0.888925 5.279780 0.0 0.0 0.0
H -0.529238 -4.153774 4.604376 0.0 0.0 0.0
H 0.899670 -5.078392 2.599966 0.0 0.0 0.0
H 1.164152 -3.937336 1.270580 0.0 0.0 0.0
H -0.063961 -5.188038 1.125770 0.0 0.0 0.0
H -1.109951 -0.945853 0.390540 -0.2 0.0 0.1
H 3.275082 -1.298318 -1.278813 0.0 0.0 0.0
H 3.399304 -2.415589 -2.641339 0.0 0.0 0.0
H 3.887621 -2.935355 -1.024379 0.0 0.0 0.0
H 1.437698 -4.630668 -2.557368 0.0 0.0 0.0
H -1.032072 -5.545254 -2.221294 0.0 0.0 0.0
H -2.186101 -4.216054 -2.014995 0.0 0.0 0.0
H -1.713424 -5.199395 -0.629910 0.0 0.0 0.0
H -3.972974 -0.922091 -3.601650 0.0 0.0 0.0
H -5.567431 -0.816822 -2.850060 0.0 0.0 0.0
H -5.123161 -2.265738 -3.753542 0.0 0.0 0.0
H -5.649752 -3.582615 -1.054488 0.0 0.0 0.0
H -4.797484 -4.615613 1.224067 0.0 0.0 0.0
H -3.551223 -3.725113 2.112045 0.0 0.1 0.0
H -3.092883 -5.013864 1.007908 0.0 0.0 0.0
C -0.403278 4.457624 -4.051321 0.0 0.0 0.0
C 0.494644 3.319204 -3.590470 0.0 0.0 0.1
C 1.939082 3.548074 -4.018476 0.0 0.0 0.0
O 0.434062 3.248676 -2.156712 -0.1 0.1 -0.1
C 0.046463 1.946572 -4.207556 0.0 0.0 0.0
O -0.408756 2.015543 -5.368451 0.0 0.0 0.0
O 0.252183 0.937722 -3.501088 0.0 0.0 0.1
H -0.033874 5.410687 -3.656071 0.0 0.0 0.0
H -1.417299 4.298579 -3.680744 0.0 0.0 0.0
H -0.437787 4.491324 -5.139156 0.0 0.0 0.0
H 2.315675 4.499573 -3.622200 0.0 0.0 0.0
H 2.003539 3.573431 -5.107173 0.0 0.0 0.0
H 2.567863 2.738199 -3.644782 0.0 0.0 0.0
H 1.223064 3.669623 -1.799640 0.0 -0.1 0.1


(2)
85
Properties=species:S:1:pos:R:3:forces:R:3 method="wB97M-V/def2-TZVPD" lumo_energy_ev=3.27 gap_ev=4.5 charge=-2 energy_ev=-58342.307
Ba 12.655390 13.408850 4.302610 1.3 -0.9 -0.3
C 16.223970 10.214000 5.337120 -2.7 2.6 -1.3
C 16.725030 9.799540 6.544430 2.6 -3.6 -0.5
C 16.556360 10.597710 7.800480 3.3 -0.8 4.4
O 17.264560 10.322630 8.870230 -1.5 -0.2 -2.7
C 15.752730 11.693360 7.862910 -2.6 1.7 -3.3
C 15.020220 12.096590 6.661990 0.9 -1.2 0.6
C 15.326840 11.334030 5.224040 1.5 -1.1 2.2
O 14.789900 11.722930 4.176460 -0.7 0.6 0.1
O 14.137660 12.978660 6.659930 -0.4 0.5 -0.4
O 17.424590 8.716080 6.527410 -1.2 1.8 1.0
H 16.335490 9.605490 4.451870 0.3 -0.1 0.0
H 15.627670 12.267730 8.768920 0.0 0.0 0.1
C 11.688610 16.984900 1.229070 0.6 -2.8 2.6
C 11.845420 17.085770 -0.108400 -0.7 4.5 -3.7
C 12.596900 16.002300 -0.880600 0.6 0.5 -4.8
O 12.789940 16.040030 -2.178870 -1.2 0.7 3.5
C 13.170960 14.951670 -0.206500 0.3 -0.8 0.9
C 13.038970 14.750710 1.159540 -0.9 1.7 -0.6
C 12.147720 15.794870 1.933870 -0.9 2.2 -2.5
O 11.789680 15.599230 3.095400 0.2 -0.7 1.6
O 13.554160 13.845920 1.801910 0.5 -1.3 1.5
O 11.433700 18.190070 -0.702090 1.0 -3.3 0.9
H 11.073490 17.718970 1.728230 0.1 0.1 0.3
H 13.773160 14.288020 -0.809270 0.0 -0.2 0.1
C 7.673340 16.789190 0.780280 0.7 -0.3 1.2
C 8.385510 15.497790 1.254260 -0.1 0.7 0.1
C 8.720160 15.551500 2.783130 -0.9 -0.6 -0.6
C 9.334390 14.299260 3.180480 0.7 -0.2 0.4
N 9.816140 13.321070 3.548480 -0.6 0.0 -0.2
H 7.231520 16.747250 -0.215280 0.4 0.0 0.0
H 8.471080 17.521540 0.904320 -0.2 0.5 -0.8
H 6.904420 17.114760 1.480900 -0.3 -0.2 0.1
H 9.304010 15.407040 0.674420 0.1 0.0 0.2
H 7.801310 14.595460 1.073680 -0.1 -0.1 0.1
H 7.772620 15.523850 3.321190 -0.3 0.3 0.1
H 9.302640 16.380300 3.185520 0.2 0.0 -0.5
C 15.453440 17.854010 1.748890 -0.6 -0.3 0.7
C 14.800110 18.589200 2.946650 0.2 -0.5 -0.8
C 15.225040 17.971170 4.291550 -0.4 0.0 -0.2
C 14.793310 16.585900 4.505330 -0.1 -0.4 -0.1
N 14.489320 15.501800 4.735950 0.2 0.7 -0.1
H 15.072900 16.838530 1.638870 -0.3 0.0 0.0
H 16.512580 17.699710 1.955100 0.2 0.4 -0.3
H 15.242400 18.375560 0.815330 0.3 0.0 0.0
H 13.715610 18.618160 2.841190 -0.1 -0.4 0.0
H 15.083940 19.638850 2.870650 0.3 0.1 0.5
H 14.785740 18.519220 5.125070 0.3 0.2 0.1
H 16.311750 17.933320 4.367310 0.1 0.3 0.1
C 11.359380 14.100190 10.245680 0.5 -0.4 0.2
C 12.771430 14.389180 9.721560 -0.5 0.1 0.3
C 12.794670 15.452740 8.622320 0.9 -0.4 -0.3
C 12.099780 15.011630 7.395570 -0.2 0.3 0.1
N 11.534960 14.701330 6.440890 -0.1 0.4 1.0
H 10.643590 13.767490 9.493980 0.1 0.1 -0.1
H 10.971790 14.980650 10.758190 -0.2 0.1 -0.1
H 11.438250 13.319250 11.001990 -0.1 -0.1 0.0
H 13.325350 13.519880 9.367180 -0.4 -0.2 -0.2
H 13.333230 14.730190 10.591150 0.2 0.3 -0.1
H 13.839450 15.587620 8.342410 0.1 -0.1 -0.3
H 12.484960 16.445550 8.948690 -0.6 -0.1 -0.1
C 9.345380 7.910350 6.320170 1.1 -0.6 -1.1
C 8.869760 8.695780 5.087080 -0.4 -0.4 0.1
C 8.908310 10.195940 5.212470 0.5 1.1 0.2
C 10.292030 10.732760 5.426480 0.4 0.4 0.1
N 11.351510 11.191540 5.527030 -1.6 -1.0 0.2
H 8.766640 7.978890 7.241290 -0.1 0.4 -0.2
H 10.405420 8.097500 6.491600 0.0 0.6 0.4
H 9.420840 6.857620 6.047830 -0.5 -0.2 0.0
H 7.856000 8.386060 4.833170 -0.2 0.1 0.1
H 9.423380 8.495790 4.169690 0.5 -0.6 0.3
H 8.232550 10.579020 5.977130 0.3 0.0 0.4
H 8.544110 10.680990 4.306830 0.1 0.0 -0.3
C 9.904760 12.735200 -0.268030 0.5 -0.6 0.4
C 9.096990 11.610650 0.378320 -0.4 0.7 -0.1
C 9.949430 10.444330 0.872940 0.4 0.2 -0.1
C 11.025730 10.900290 1.776750 0.3 0.0 0.7
N 11.890140 11.238030 2.462930 -0.9 -0.4 -0.7
H 9.280920 13.459590 -0.791650 0.2 0.0 0.2
H 10.665170 12.339860 -0.941520 -0.2 0.0 -0.4
H 10.505950 13.181220 0.524270 -0.1 0.5 -0.1
H 8.271610 11.293040 -0.258850 0.3 -0.5 -0.3
H 8.558340 12.033140 1.226530 0.1 0.0 0.3
H 10.508080 9.948930 0.078850 -0.3 0.0 -0.4
H 9.306060 9.694010 1.332510 0.2 0.0 0.3


(3)
93
Properties=species:S:1:pos:R:3:forces:R:3 method="wB97M-V/def2-TZVPD" lumo_energy_ev="-9.35 / -9.86" gap_ev="6.8 / 5.4" charge=+3 energy_ev=-83634.451
Sn 1.379396 1.229509 0.909710 1.2 0.3 0.9
C -5.030584 0.417204 -6.178244 -0.3 -0.2 0.2
C -4.017363 0.415635 -5.108496 0.6 1.0 -0.1
C -3.060611 -0.591552 -4.982914 -0.8 0.0 0.4
C -2.290378 -0.808157 -3.866054 0.2 -0.3 1.1
C -1.562430 -2.013104 -3.940610 -1.0 0.0 -2.0
N -0.775495 -2.704787 -3.215193 0.6 -0.2 1.8
C -0.308617 -2.465924 -1.842371 0.1 -0.3 0.3
C -0.049869 -3.772440 -1.079886 0.1 0.1 0.0
C 0.598293 -3.473042 0.300319 -1.0 -0.7 -0.1
N -0.023493 -2.329307 0.930424 1.0 1.1 -1.2
C -0.915153 -2.360321 1.848745 -0.4 0.4 0.5
C -1.595012 -1.197107 2.326645 0.1 1.3 0.8
C -2.541187 -1.324638 3.392039 1.5 -2.9 -1.7
C -3.372391 -0.349504 3.778481 -0.6 2.0 -0.3
C -4.528571 -0.566130 4.712671 1.0 0.3 0.1
C -3.108411 0.912626 3.178266 1.0 0.0 -0.3
C -2.043015 1.187778 2.277700 -1.3 0.9 0.1
C -1.892005 2.574132 1.677873 0.3 -0.5 1.0
N -0.861707 3.077825 1.130775 0.0 -0.3 -1.0
C -0.955647 4.493026 0.613892 0.2 -0.5 0.9
C -1.283597 4.707839 -0.874118 -0.1 -1.1 0.5
C -0.486728 3.765873 -1.824621 -0.7 -0.1 -0.2
N -1.180979 2.550916 -2.266209 -2.2 0.9 0.6
C -2.417529 2.678561 -2.680465 2.8 -1.8 0.9
C -2.938031 1.434248 -3.180012 -0.8 -0.3 -0.4
C -3.806616 1.495473 -4.274338 -0.3 0.4 0.6
C -2.434482 0.072185 -2.693512 0.1 1.1 0.1
O -2.219295 -0.232931 -1.517580 -0.4 0.6 -1.5
C -1.309836 0.121953 1.829061 1.5 -1.7 -0.8
O -0.330862 0.270260 0.898991 -1.1 -0.9 0.2
H -4.648487 0.050738 -7.101367 0.4 -0.7 -0.7
H -5.485736 1.357631 -6.448004 0.0 0.5 0.5
H -5.800798 -0.257142 -5.810028 -0.4 -0.1 -0.3
H -3.023882 -1.274325 -5.778792 0.2 -1.0 -1.0
H -1.748560 -2.499145 -4.905230 0.3 0.1 0.2
H -0.498393 -3.557448 -3.660211 0.5 -0.5 0.1
H -1.008834 -1.847031 -1.309753 -0.8 0.0 -0.2
H 0.564173 -1.826326 -1.849830 0.6 -0.2 -0.3
H 0.683607 -4.379578 -1.616821 -0.2 -0.2 -0.1
H -0.990903 -4.367420 -0.953558 0.8 0.5 -0.1
H 1.640071 -3.220781 0.258445 0.6 -0.2 -0.5
H 0.465228 -4.346685 0.940875 0.2 0.0 0.0
H 0.269844 -1.397180 0.525953 -0.9 -1.0 0.7
H -1.133905 -3.354855 2.240000 -0.2 0.2 0.1
H -2.614544 -2.361394 3.760910 -0.3 0.6 0.1
H -4.541744 -1.569350 5.143070 0.1 0.3 0.1
H -5.446656 -0.375273 4.214936 -0.9 -0.1 -0.7
H -4.470847 0.218387 5.448711 -0.1 -0.1 0.8
H -3.676124 1.777779 3.438597 -0.7 0.3 0.3
H -2.744935 3.208269 1.866594 -0.6 0.3 -0.1
H 0.022774 4.916430 0.835730 0.1 0.1 -0.1
H -1.663463 5.022461 1.257697 -0.1 0.1 -0.2
H -1.123445 5.766498 -1.045657 0.4 0.1 -0.3
H -2.362525 4.578262 -1.053781 0.3 -0.1 0.2
H 0.473296 3.412119 -1.454038 0.1 0.4 0.3
H -0.318570 4.262125 -2.756864 0.6 0.8 -0.5
H -2.969412 3.581165 -2.831428 -0.3 0.7 0.1
H -4.313637 2.417966 -4.579658 0.3 -0.1 0.5
C 4.769391 -1.887425 4.548881 -1.1 1.9 -1.7
N 4.150678 -1.762447 3.146900 -0.5 0.7 0.9
C 4.410474 -2.821282 2.173114 -0.1 1.2 -1.1
C 3.364498 -0.697607 2.819812 1.0 -0.4 1.0
N 2.767673 -0.421880 1.705656 -0.8 0.3 -0.2
N 3.256146 0.231095 3.852913 -0.9 0.2 -0.4
C 2.123837 0.967853 4.152290 -0.8 0.3 0.3
N 2.032384 1.275592 5.462213 -1.0 0.7 0.1
N 1.218791 1.295767 3.257649 1.1 -0.4 -0.9
H 5.226454 -2.808527 4.612026 1.2 -1.9 -0.1
H 4.024099 -1.913558 5.328175 -0.5 0.3 0.1
H 5.504533 -1.088596 4.706956 -0.1 -0.3 0.0
H 3.484236 -3.203092 1.721134 0.1 0.1 0.2
H 4.867887 -3.620263 2.709065 0.5 -0.6 0.0
H 5.043539 -2.419073 1.340300 -0.3 -0.6 0.8
H 2.901759 -1.028921 0.922658 0.4 -0.5 -0.1
H 3.850508 0.056382 4.632431 0.3 0.0 0.4
H 2.699172 0.913862 6.136558 -0.4 0.3 -0.1
H 1.232949 1.850198 5.801626 1.2 -0.7 -0.4
H 0.392848 1.801200 3.528608 0.0 0.2 0.7
F 2.899920 2.657783 -1.934970 -0.3 -0.2 0.1
C 3.693370 1.613253 -1.718646 0.6 -0.6 0.9
F 4.736411 1.704019 -2.507355 0.2 -0.1 -0.3
F 4.143875 1.691220 -0.431374 -0.3 0.5 -0.3
C 2.941168 0.242237 -1.823813 -1.5 0.9 0.2
O 1.986468 0.135691 -0.793359 0.3 -0.2 -0.3
C 2.120944 0.240844 -3.178042 -0.1 -0.1 0.5
F 2.730549 0.876745 -4.156029 0.2 0.2 -0.2
F 0.938051 0.810973 -2.942527 0.1 0.3 -0.2
F 1.846834 -0.996568 -3.601921 0.1 -0.5 -0.1
C 3.915762 -0.956831 -1.678705 0.1 1.3 -0.7
F 3.241360 -2.097077 -1.734076 0.0 -0.5 0.6
F 4.488714 -0.814309 -0.451593 0.3 -0.9 -1.1
F 4.823299 -0.979234 -2.664048 -0.2 0.0 1.0